{"formula": "C76H180Br4MnN9O5", "method": "ωB97M-V/def2-TZVPD", "elements": ["Mn", "C", "C", "N", "C", "C", "C", "C", "C", "O", "C", "H", "H", "H", "H", "H", "H", "H", "H", "H", "H", "H", "H", "H", "H", "H", "H", "H", "H", "H", "H", "C", "C", "N", "C", "C", "C", "C", "C", "O", "C", "H", "H", "H", "H", "H", "H", "H", "H", "H", "H", "H", "H", "H", "H", "H", "H", "H", "H", "H", "H", "C", "C", "N", "C", "C", "C", "C", "C", "O", "C", "H", "H", "H", "H", "H", "H", "H", "H", "H", "H", "H", "H", "H", "H", "H", "H", "H", "H", "H", "H", "C", "C", "N", "C", "C", "C", "C", "C", "O", "C", "H", "H", "H", "H", "H", "H", "H", "H", "H", "H", "H", "H", "H", "H", "H", "H", "H", "H", "H", "H", "C", "C", "N", "C", "C", "C", "C", "C", "O", "C", "H", "H", "H", "H", "H", "H", "H", "H", "H", "H", "H", "H", "H", "H", "H", "H", "H", "H", "H", "H", "C", "C", "C", "C", "N", "C", "C", "C", "C", "C", "H", "H", "H", "H", "H", "H", "H", "H", "H", "H", "H", "H", "H", "H", "H", "H", "H", "H", "H", "H", "C", "C", "C", "C", "N", "C", "C", "C", "C", "C", "H", "H", "H", "H", "H", "H", "H", "H", "H", "H", "H", "H", "H", "H", "H", "H", "H", "H", "H", "H", "C", "C", "C", "C", "N", "C", "C", "C", "C", "C", "H", "H", "H", "H", "H", "H", "H", "H", "H", "H", "H", "H", "H", "H", "H", "H", "H", "H", "H", "H", "C", "C", "C", "C", "N", "C", "C", "C", "C", "C", "H", "H", "H", "H", "H", "H", "H", "H", "H", "H", "H", "H", "H", "H", "H", "H", "H", "H", "H", "H", "Br", "Br", "Br", "Br"], "positions_angstrom": [[14.5771, 18.6863, 16.0695], [12.8715, 19.0750, 10.8715], [11.4018, 19.6122, 10.8722], [10.4086, 18.4772, 11.1701], [9.0436, 19.0287, 11.0508], [10.6183, 17.3734, 10.1203], [9.6877, 16.1601, 10.3124], [10.5977, 17.8040, 12.5497], [11.1167, 18.6918, 13.6309], [10.2503, 19.7474, 13.7874], [10.4247, 20.4934, 14.9475], [13.1369, 18.6847, 9.8850], [13.0484, 18.3021, 11.6200], [13.5410, 19.9189, 11.0848], [11.1583, 20.0096, 9.8954], [11.2272, 20.1976, 11.7474], [8.6866, 19.5741, 11.9082], [8.3478, 18.2232, 10.8884], [8.9920, 19.7149, 10.2259], [11.6770, 17.1292, 10.1198], [10.3199, 17.8019, 9.1675], [8.6459, 16.4191, 10.3150], [9.9929, 15.6083, 11.2204], [9.8346, 15.4693, 9.4754], [11.3640, 17.0546, 12.3792], [9.6442, 17.3347, 12.7960], [12.1377, 19.0129, 13.4192], [11.2698, 18.1034, 14.5450], [11.4779, 20.8368, 14.9747], [10.3552, 19.8161, 15.8099], [9.7111, 21.3099, 15.0049], [12.7356, 21.9598, 22.6311], [14.1177, 21.6580, 23.1850], [14.8320, 20.4891, 22.4371], [13.9933, 19.2873, 22.5341], [15.0090, 20.9031, 20.9877], [15.8807, 19.8763, 20.1786], [16.2248, 20.2976, 23.0439], [16.2232, 20.6530, 24.5256], [15.3006, 19.7587, 25.1785], [15.3219, 19.9954, 26.6100], [12.4358, 22.9524, 22.9801], [11.9175, 21.3524, 23.0145], [12.7554, 21.9746, 21.5397], [14.0766, 21.2988, 24.1981], [14.7916, 22.5028, 23.0550], [14.5725, 18.4610, 22.1047], [13.0605, 19.5384, 22.0406], [13.7083, 19.1079, 23.5608], [15.4171, 21.9099, 20.9708], [14.0339, 20.9461, 20.5184], [16.9205, 19.8455, 20.4792], [15.6735, 20.1188, 19.1427], [15.3081, 18.9577, 20.1733], [16.8806, 20.9897, 22.5275], [16.3729, 19.2550, 22.9025], [16.0031, 21.7112, 24.6858], [17.2686, 20.4748, 24.8339], [16.2668, 19.6193, 26.9966], [14.5424, 19.3757, 27.0418], [15.2034, 21.0552, 26.8759], [16.7184, 15.1059, 26.3139], [15.6613, 14.1446, 25.8620], [15.4402, 14.0703, 24.3116], [16.7228, 13.7924, 23.6374], [14.4897, 12.9531, 24.0246], [13.0275, 13.1296, 24.4076], [14.8174, 15.3891, 23.8623], [14.6704, 15.5435, 22.3794], [15.8656, 16.1697, 21.8503], [15.9493, 15.8772, 20.3873], [16.5118, 16.1414, 26.1162], [17.6971, 15.0467, 25.8522], [16.8375, 15.0133, 27.3905], [14.6909, 14.4350, 26.2729], [15.8289, 13.1122, 26.1574], [17.5017, 14.4639, 23.9694], [16.4429, 13.8302, 22.6030], [17.0350, 12.7941, 23.9178], [14.7706, 12.1716, 24.7010], [14.5626, 12.5605, 23.0116], [12.9579, 13.6172, 25.3743], [12.6077, 12.1304, 24.4841], [12.4969, 13.7501, 23.6883], [15.5370, 16.1487, 24.1221], [13.8672, 15.5907, 24.3513], [13.7724, 16.0613, 22.0862], [14.5243, 14.5881, 21.8756], [15.8738, 14.7888, 20.2714], [16.9409, 16.2179, 20.1601], [15.2142, 16.4865, 19.8884], [14.3763, 28.4002, 21.0352], [12.9746, 27.8808, 20.7425], [13.0613, 26.7023, 19.7289], [11.5741, 26.3046, 19.4236], [13.7844, 27.1467, 18.4343], [13.3166, 28.5380, 17.8475], [13.8322, 25.5530, 20.2715], [14.3753, 24.6091, 19.1739], [13.2752, 23.9938, 18.3568], [13.9086, 22.8173, 17.8082], [14.9968, 27.6594, 21.5474], [14.2848, 29.2600, 21.7066], [14.8854, 28.7959, 20.1543], [12.3254, 28.6505, 20.3337], [12.4730, 27.4519, 21.6206], [11.0232, 27.1550, 19.0700], [11.1032, 25.9037, 20.3166], [11.6154, 25.5929, 18.6057], [13.6526, 26.3708, 17.6927], [14.8227, 27.3090, 18.7130], [12.2778, 28.4605, 17.5220], [13.9452, 28.6572, 16.9647], [13.4493, 29.3933, 18.5046], [13.1528, 25.0320, 20.9533], [14.6410, 26.0129, 20.8452], [14.8310, 23.7980, 19.7392], [15.0854, 25.1450, 18.5409], [14.3037, 22.0483, 18.4532], [14.6782, 23.0855, 17.0950], [13.0429, 22.3871, 17.3148], [14.9191, 24.0861, 12.9646], [13.4659, 23.8455, 12.5491], [12.4938, 24.6336, 13.3779], [12.6717, 24.3020, 14.8434], [12.6433, 26.1873, 13.1679], [11.5722, 27.0344, 13.7951], [11.0250, 24.1315, 13.0240], [10.8134, 24.0453, 11.5625], [11.1576, 25.3339, 10.9233], [10.9264, 25.2984, 9.5481], [15.5412, 23.3005, 12.5042], [15.0121, 23.8129, 14.0180], [15.3714, 25.0349, 12.6778], [13.1644, 22.7823, 12.5873], [13.2617, 24.2167, 11.5504], [12.7427, 23.2237, 14.8315], [11.8326, 24.6852, 15.4144], [13.6036, 24.7060, 15.1921], [12.6395, 26.2745, 12.1095], [13.6126, 26.3318, 13.5899], [11.8402, 28.0665, 13.6238], [11.2542, 26.8728, 14.8180], [10.6462, 26.8759, 13.2429], [10.3708, 24.8543, 13.4849], [10.9530, 23.1198, 13.4023], [9.7727, 23.8139, 11.3342], [11.4260, 23.2604, 11.0814], [11.1609, 26.2346, 9.0490], [9.8914, 25.0118, 9.3502], [11.4579, 24.4631, 9.0859], [12.5010, 11.0136, 14.4437], [13.9554, 10.7906, 14.9315], [14.4697, 12.0947, 15.4166], [15.9355, 11.9674, 15.8606], [16.5868, 13.2431, 16.2794], [16.8955, 14.0653, 15.0397], [18.3861, 13.8170, 14.6501], [18.7537, 12.6625, 15.5434], [17.8970, 12.8837, 16.8122], [15.7161, 13.9684, 17.2341], [12.2499, 10.2457, 13.7433], [12.4871, 11.9328, 13.8736], [11.8643, 11.0547, 15.3325], [14.5368, 10.4647, 14.0518], [14.0692, 9.9971, 15.6859], [13.8507, 12.3863, 16.2785], [14.3570, 12.8720, 14.6569], [16.5725, 11.6427, 15.0344], [16.0081, 11.2868, 16.6908], [16.7363, 15.1193, 15.2104], [16.1724, 13.7719, 14.2856], [19.0287, 14.6559, 14.9131], [18.4666, 13.6920, 13.5736], [19.7885, 12.6971, 15.8322], [18.6462, 11.7209, 15.0143], [18.2732, 13.7475, 17.3811], [17.7998, 12.0603, 17.5123], [14.7784, 14.2210, 16.7335], [16.2243, 14.8881, 17.5523], [15.4827, 13.3548, 18.0940], [19.4208, 24.9917, 11.5893], [20.1237, 24.4098, 12.7624], [19.1157, 23.5400, 13.6160], [19.9407, 23.1415, 14.8470], [19.1230, 22.3308, 15.8172], [17.9945, 23.1894, 16.3217], [17.8538, 22.8628, 17.8229], [18.8547, 21.7232, 18.0639], [19.8782, 21.9870, 16.9848], [18.5342, 21.0944, 15.2204], [20.0351, 25.5861, 10.9330], [18.7047, 25.7455, 11.9118], [18.8776, 24.2494, 11.0109], [20.4837, 25.2162, 13.4058], [20.9164, 23.7369, 12.4498], [18.8346, 22.6341, 13.0794], [18.2744, 24.1835, 13.9293], [20.2592, 24.0432, 15.3639], [20.7908, 22.5385, 14.5554], [17.1115, 22.9046, 15.7564], [18.2266, 24.2403, 16.1849], [16.8551, 22.5664, 18.1551], [18.1753, 23.7021, 18.4410], [18.4569, 20.7187, 17.9811], [19.2957, 21.7924, 19.0552], [20.6013, 21.1897, 16.7771], [20.3520, 22.9061, 17.3132], [19.3675, 20.4729, 14.9383], [17.8107, 21.3498, 14.4550], [17.9433, 20.5967, 15.9691], [14.2891, 14.1860, 11.5846], [14.5671, 15.1727, 10.4685], [16.0598, 15.6072, 10.5551], [16.1780, 16.6276, 11.6382], [17.3891, 17.4340, 11.4969], [17.4498, 18.5432, 12.4560], [18.4008, 19.5863, 11.9174], [18.5452, 19.1942, 10.4785], [17.5160, 18.1577, 10.1933], [18.5683, 16.5146, 11.6334], [13.3385, 13.6825, 11.4405], [14.3639, 14.6670, 12.5626], [15.0981, 13.4764, 11.4648], [13.9702, 16.0948, 10.5317], [14.4127, 14.7765, 9.4745], [16.2876, 16.1543, 9.6393], [16.6626, 14.7117, 10.6525], [16.2059, 16.2980, 12.6675], [15.4611, 17.4145, 11.5295], [17.7106, 18.1140, 13.4169], [16.4214, 18.9040, 12.4528], [19.3636, 19.4965, 12.4254], [17.9473, 20.5585, 12.1158], [19.5918, 18.9264, 10.3484], [18.4498, 20.0312, 9.7966], [17.7572, 17.4451, 9.4125], [16.5295, 18.5814, 10.0171], [19.4822, 17.0977, 11.5468], [18.5152, 15.6785, 10.9601], [18.5064, 16.0746, 12.6238], [7.7912, 11.3560, 15.2144], [8.2087, 11.9579, 16.4819], [9.1816, 13.1510, 16.4166], [9.2980, 13.6964, 17.7985], [10.4102, 14.7527, 17.9413], [11.8168, 14.1473, 17.7612], [12.7287, 15.1197, 18.5444], [11.8025, 15.8631, 19.5785], [10.3846, 15.3127, 19.3053], [10.2498, 15.8769, 16.9630], [8.5915, 10.9805, 14.5744], [7.1159, 11.9454, 14.5917], [7.2397, 10.4466, 15.3568], [8.6901, 11.2170, 17.1323], [7.2941, 12.3040, 16.9602], [8.8233, 13.8439, 15.6547], [10.1761, 12.7452, 16.1609], [9.7013, 13.0068, 18.5041], [8.4684, 14.2406, 18.1736], [12.0316, 14.0163, 16.7030], [11.7662, 13.1447, 18.1973], [13.3278, 15.7616, 17.9106], [13.5260, 14.6108, 19.0632], [11.8515, 16.9360, 19.4349], [12.0329, 15.6413, 20.6096], [9.5084, 15.9175, 19.5186], [10.3177, 14.3622, 19.8370], [11.0435, 16.5456, 17.2613], [9.3029, 16.3621, 17.1525], [10.3031, 15.5128, 15.9476], [14.7839, 20.6824, 14.4779], [16.8050, 18.0274, 17.0233], [12.8187, 19.1307, 17.8556], [13.9058, 16.6528, 14.7385]], "spin_multiplicity": 6, "e_homo_ev": [-20.361, -20.831], "energy_ha": -15317.1789, "total_charge": 7, "gap_ev": [9.30, 9.77]}